Formula: C4H6N2O
Source: the Open Molecules 2025 dataset
Level of theory: ωB97M-V with the def2-TZVPD basis set

Computed properties:
- HOMO: -0.2956 Eh
- Kohn-Sham gap: 8.3425 eV

Atoms and positions in Å:
C  -2.122  0.754  1.749
C  -1.246  0.934  0.954
C  0.911  -0.569  -0.243
C  1.506  0.332  -1.183
N  0.400  -1.643  -0.105
N  0.251  -2.739  0.452
O  -0.655  1.290  -0.092
H  -2.723  0.470  2.563
H  0.948  1.193  -1.271
H  2.532  0.784  -0.860
H  1.627  -0.112  -2.210
H  -0.688  -2.886  0.451
H  -0.740  2.190  -0.206

These are the Löwdin partial charges, in e, on atoms 1 to 4: 0.126, -0.317, -0.082, -0.087

Formula: C4H6N2O
Source: the Open Molecules 2025 dataset
Level of theory: ωB97M-V with the def2-TZVPD basis set

Computed properties:
- HOMO: -0.3472 Eh
- Kohn-Sham gap: 10.2507 eV

Atoms and positions in Å:
O  0.879  -1.323  -2.722
C  0.300  -1.360  -1.785
N  -0.745  0.836  -1.128
C  -1.043  0.457  0.233
C  0.312  0.189  0.738
C  1.155  -0.584  1.586
N  1.488  0.104  0.268
H  -1.678  0.891  -1.618
H  -1.686  -0.422  0.384
H  -1.551  1.285  0.739
H  -0.026  1.737  -0.740
H  1.566  -0.147  2.479
H  1.029  -1.663  1.565

These are the Löwdin partial charges, in e, on atoms 1 to 4: 0.074, -0.058, -0.080, -0.295